Record 1
# C47H36BINO10PS

A 4-piece molecular cluster, C47H36BINO10PS overall at a distorted geometry (ωB97M-V with the def2-TZVPD basis set, the Open Molecules 2025 dataset).

Summary:
Kohn-Sham gap	0.2731	hartree
E_LUMO	-1.30	eV
HOMO energy	-8.735	eV

```
98
Properties=species:S:1:pos:R:3:lowdin_charge:R:1
C 3.679 -3.041 2.680 -0.10
C 4.846 -3.052 3.853 -0.23
N 5.581 -1.742 4.016 -0.05
C 4.741 -0.656 4.641 -0.56
C 4.414 0.439 3.420 -0.05
B 5.705 0.463 2.384 -0.46
O 5.650 -0.361 1.132 0.01
O 6.935 1.245 2.663 0.01
O 3.474 -1.099 5.239 -0.14
C 3.611 -1.449 6.661 -0.72
O 4.435 -2.362 7.182 -0.11
I 2.287 -0.412 8.123 0.79
P 5.872 0.332 5.881 0.41
S 5.024 1.937 6.586 0.11
H 3.152 -1.997 2.621 0.06
H 4.142 -3.379 1.637 0.10
H 2.841 -3.808 3.043 0.09
H 5.659 -3.841 3.476 0.14
H 4.399 -3.503 4.836 0.11
H 6.487 -1.902 4.507 0.12
H 4.281 1.533 3.819 0.09
H 3.467 0.153 2.796 0.12
H 5.795 0.300 0.367 0.11
H 6.722 2.224 2.532 0.13
H 6.239 -0.479 7.047 0.01
H 7.124 0.644 5.220 0.01
O -3.882 -2.939 -1.621 0.09
C -2.681 -2.873 -1.391 -0.27
C -2.192 -2.691 -0.009 -0.08
C -3.110 -2.614 1.047 0.01
C -2.655 -2.482 2.359 -0.05
C -1.286 -2.428 2.622 -0.05
C -0.371 -2.487 1.570 0.01
C -0.825 -2.612 0.251 -0.08
C 0.150 -2.655 -0.857 -0.28
O 1.349 -2.530 -0.633 0.06
C -0.337 -2.857 -2.236 -0.08
C 0.583 -2.935 -3.290 0.01
C 0.134 -3.159 -4.592 -0.05
C -1.229 -3.306 -4.845 -0.05
C -2.148 -3.214 -3.798 0.01
C -1.701 -2.983 -2.490 -0.08
H -4.180 -2.661 0.850 0.12
H -3.369 -2.428 3.178 0.11
H -0.931 -2.338 3.646 0.11
H 0.696 -2.439 1.782 0.10
H 1.649 -2.826 -3.099 0.12
H 0.850 -3.224 -5.409 0.11
H -1.578 -3.490 -5.859 0.11
H -3.212 -3.326 -4.004 0.12
O -7.935 -0.570 2.619 0.09
C -7.754 0.311 1.787 -0.28
C -7.380 -0.035 0.401 -0.09
C -7.253 -1.381 0.032 0.00
C -6.940 -1.716 -1.286 -0.06
C -6.754 -0.714 -2.237 -0.05
C -6.864 0.628 -1.868 0.01
C -7.171 0.968 -0.545 -0.09
C -7.267 2.390 -0.159 -0.28
O -7.029 3.272 -0.977 0.10
C -7.660 2.736 1.221 -0.09
C -7.789 4.082 1.588 0.01
C -8.192 4.418 2.881 -0.06
C -8.468 3.414 3.809 -0.06
C -8.326 2.072 3.450 0.01
C -7.915 1.732 2.154 -0.09
H -7.402 -2.169 0.768 0.12
H -6.845 -2.762 -1.572 0.11
H -6.523 -0.976 -3.267 0.11
H -6.713 1.406 -2.615 0.12
H -7.580 4.871 0.867 0.12
H -8.296 5.463 3.163 0.11
H -8.791 3.676 4.814 0.11
H -8.540 1.294 4.182 0.12
O 1.221 3.645 -4.674 0.10
C 2.288 3.104 -4.412 -0.28
C 2.363 2.063 -3.367 -0.09
C 1.201 1.678 -2.687 0.01
C 1.257 0.667 -1.726 -0.05
C 2.469 0.038 -1.444 -0.05
C 3.632 0.433 -2.107 0.01
C 3.580 1.451 -3.066 -0.09
C 4.818 1.875 -3.750 -0.28
O 5.896 1.375 -3.447 0.09
C 4.740 2.901 -4.809 -0.09
C 5.903 3.284 -5.489 0.01
C 5.834 4.229 -6.514 -0.06
C 4.606 4.792 -6.862 -0.06
C 3.448 4.423 -6.175 0.01
C 3.516 3.479 -5.142 -0.09
H 0.250 2.160 -2.906 0.12
H 0.352 0.365 -1.203 0.11
H 2.510 -0.759 -0.704 0.09
H 4.576 -0.059 -1.878 0.12
H 6.864 2.845 -5.227 0.12
H 6.737 4.522 -7.044 0.11
H 4.551 5.522 -7.667 0.11
H 2.494 4.870 -6.450 0.12
```


Record 2
# C47H36F3N7O3PdSSb

C47H36F3N7O3PdSSb as an isolated structure (ωB97M-V with the def2-TZVPD basis set, the Open Molecules 2025 dataset).

Summary:
Kohn-Sham gap (spin up / spin down)	0.2728 / 0.2001	hartree
E_LUMO (spin up / spin down)	-7.97 / -10.02	eV
multiplicity	5
net charge	+3
HOMO energy (spin up / spin down)	-15.395 / -15.464	eV

```
99
Properties=species:S:1:pos:R:3:mulliken_spin:R:1
Pd 0.229 -0.073 0.104 1.33
O -2.535 5.618 5.306 0.00
C -2.451 5.934 4.198 0.00
O -2.347 6.216 3.075 0.00
C -0.506 3.495 3.190 0.66
C -0.562 3.811 1.861 0.11
C -0.209 2.775 0.999 0.05
N 0.179 1.587 1.484 0.01
C 0.204 1.317 2.795 0.03
C -0.157 2.287 3.728 0.18
C 0.662 -0.056 3.160 0.03
C 1.135 -0.350 4.430 0.01
C 1.602 -1.630 4.700 0.00
C 1.577 -2.579 3.693 0.02
C 1.093 -2.207 2.449 0.00
N 0.643 -0.981 2.180 0.04
C -0.240 2.889 -0.488 0.00
C -0.339 4.109 -1.134 0.00
C -0.340 4.140 -2.522 0.00
C -0.229 2.953 -3.223 0.00
C -0.126 1.770 -2.507 -0.01
N -0.143 1.735 -1.176 0.11
H -0.885 4.783 1.516 0.03
H -0.162 2.100 4.793 0.03
H 1.174 0.412 5.194 0.00
H 1.991 -1.871 5.680 0.00
H 1.936 -3.586 3.854 0.00
H 1.071 -2.918 1.634 -0.02
H -0.398 5.032 -0.574 0.00
H -0.413 5.085 -3.044 0.00
H -0.214 2.934 -4.303 0.00
H -0.017 0.817 -3.009 0.00
F -2.547 -5.789 7.163 0.01
C -2.626 -5.076 6.053 0.04
C -1.858 -3.923 5.952 0.00
C -1.938 -3.180 4.791 0.00
C -2.793 -3.587 3.762 0.07
C -3.546 -4.759 3.880 0.00
C -3.468 -5.508 5.039 -0.01
Sb -2.910 -2.434 2.040 0.45
C -3.252 -0.440 2.562 0.10
C -3.207 0.529 1.557 0.05
C -3.470 1.854 1.856 -0.02
C -3.758 2.185 3.171 0.04
F -4.000 3.461 3.460 0.00
C -3.799 1.249 4.189 0.00
C -3.543 -0.078 3.878 0.00
C -4.429 -3.087 0.782 0.16
C -5.467 -2.210 0.449 0.00
C -6.481 -2.639 -0.386 0.00
C -6.424 -3.933 -0.885 0.04
F -7.389 -4.343 -1.695 0.01
C -5.396 -4.813 -0.581 0.00
C -4.382 -4.379 0.252 -0.02
H -1.226 -3.633 6.780 0.00
H -1.344 -2.277 4.695 0.01
H -4.209 -5.081 3.085 0.01
H -4.048 -6.410 5.174 0.00
H -2.995 0.252 0.528 -0.01
H -3.477 2.626 1.098 0.00
H -4.045 1.562 5.195 0.00
H -3.590 -0.823 4.662 0.00
H -5.504 -1.206 0.856 0.01
H -7.314 -2.000 -0.648 0.00
H -5.390 -5.809 -1.002 0.00
H -3.561 -5.056 0.463 -0.01
N 3.409 1.113 0.796 0.00
C 3.647 0.183 -0.135 -0.02
S 2.358 -0.645 -0.921 0.37
N 4.894 -0.116 -0.449 0.00
C 5.277 -1.090 -1.446 0.01
C 5.787 -2.309 -1.027 0.01
C 6.191 -3.230 -1.982 0.00
C 6.078 -2.927 -3.332 0.00
C 5.568 -1.700 -3.735 0.00
C 5.169 -0.768 -2.789 -0.01
H 2.460 1.407 0.955 -0.01
H 4.155 1.673 1.179 0.00
H 5.643 0.373 0.024 0.00
H 5.876 -2.529 0.029 0.00
H 6.602 -4.180 -1.670 0.00
H 6.402 -3.644 -4.073 0.00
H 5.499 -1.460 -4.788 0.00
H 4.791 0.201 -3.089 0.00
N -3.554 -4.875 -3.852 0.00
C -2.864 -5.003 -2.703 0.00
O -2.863 -5.992 -1.999 0.00
C -2.089 -3.793 -2.232 -0.01
C -2.572 -2.494 -2.302 -0.04
C -1.841 -1.481 -1.706 0.06
N -0.678 -1.699 -1.081 0.09
C -0.192 -2.949 -1.057 0.02
C -0.873 -4.019 -1.598 -0.04
H -4.034 -5.689 -4.206 0.00
H -3.388 -4.118 -4.493 0.00
H -3.517 -2.264 -2.776 0.00
H -2.196 -0.456 -1.723 -0.01
H 0.779 -3.078 -0.597 0.00
H -0.476 -5.023 -1.530 0.00
```